No. 1
Below is a 2-piece molecular cluster, C7H9ClO5S overall, with properties calculated with ωB97M-V/def2-TZVPD.

```
! wB97M-V def2-TZVPD RIJCOSX def2/J DEFGRID3
* xyz -2 1
C -3.777 -0.035 -0.487
C -2.350 -0.638 -0.599
C -4.739 -1.193 0.180
C 2.203 1.320 -0.643
C 2.081 0.483 1.723
C -1.208 -0.016 -0.343
C 2.609 0.385 0.508
O -5.829 -0.700 0.447
O 4.697 0.060 -0.890
O -4.334 -2.345 0.135
O 4.690 -0.774 1.431
O 3.469 -1.927 -0.323
S 3.962 -0.645 0.179
Cl -1.103 1.656 0.141
H -3.716 0.949 0.080
H -2.419 -1.490 -1.267
H 2.010 0.527 -1.411
H 1.296 1.781 -0.282
H 3.012 2.021 -0.995
H -4.198 0.133 -1.464
H 1.406 1.222 2.149
H 2.466 -0.306 2.417
H -0.228 -0.466 -0.686
*
```

Properties
Energy above the lowest of the compared OMol25 structures with the same formula, charge and spin, kcal/mol: 11.4
HOMO-LUMO gap, eV: 7.329
Molecular weight, g/mol: 240.66
Highest occupied orbital energy, eV: -2.2

Löwdin atomic charge list, values in e, 4 entries: number 1, C, carries -0.13; number 2, C, carries -0.20; number 3, C, carries -0.78; number 4, C, carries -0.11

***

No. 2
Below is C27H67N5O13V as an isolated structure, with properties calculated with ωB97M-V/def2-TZVPD.

```
! wB97M-V def2-TZVPD RIJCOSX def2/J DEFGRID3
* xyz 0 2
O -8.345 17.048 -22.717
V -7.435 16.527 -21.479
O -6.908 15.108 -21.968
C -8.704 15.914 -19.198
O -9.406 15.632 -18.197
O -7.468 16.017 -19.277
O -9.323 16.193 -20.231
C -9.639 12.258 -27.921
C -9.764 13.749 -27.800
C -9.059 14.266 -26.544
O -9.565 13.651 -25.403
C -9.113 14.384 -24.254
N -9.224 14.439 -28.919
H -10.306 11.731 -27.239
H -8.662 11.911 -27.582
H -9.832 11.952 -28.949
H -10.783 14.133 -27.776
H -9.134 15.353 -26.593
H -8.007 13.983 -26.553
H -9.624 15.297 -23.950
H -8.071 14.693 -24.338
H -9.212 13.765 -23.361
H -9.778 14.376 -29.761
H -9.447 15.413 -28.771
C -9.443 9.889 -21.368
C -8.330 10.570 -22.163
C -8.545 10.425 -23.721
O -8.144 9.202 -24.252
C -7.395 9.345 -25.446
N -8.337 12.003 -21.832
H -9.443 10.145 -20.308
H -9.547 8.823 -21.570
H -10.381 10.298 -21.743
H -7.423 10.008 -21.941
H -7.888 11.200 -24.116
H -9.527 10.753 -24.062
H -6.883 8.406 -25.655
H -6.612 10.101 -25.495
H -7.935 9.540 -26.373
H -7.873 12.115 -20.942
H -7.620 12.461 -22.375
C -4.225 7.142 -19.642
O -4.457 7.224 -21.040
C -3.843 8.367 -21.564
C -4.399 8.832 -22.926
N -3.837 10.052 -23.374
C -4.338 11.193 -22.544
C -4.080 12.498 -23.313
O -5.134 12.616 -24.250
C -5.141 13.965 -24.823
H -4.779 7.882 -19.066
H -3.156 7.111 -19.432
H -4.485 6.138 -19.305
H -2.810 8.068 -21.744
H -4.004 9.179 -20.855
H -5.457 9.057 -22.790
H -4.193 8.064 -23.672
H -4.234 10.172 -24.295
H -3.876 11.329 -21.566
H -5.389 11.117 -22.265
H -3.111 12.708 -23.763
H -4.252 13.261 -22.553
H -4.901 14.777 -24.137
H -6.088 14.173 -25.321
H -4.337 14.038 -25.555
C -15.714 19.941 -20.230
O -14.812 19.313 -21.122
C -13.499 19.210 -20.584
C -12.595 18.473 -21.517
N -12.671 17.034 -21.269
C -12.009 16.233 -22.325
C -12.225 14.708 -21.977
O -11.721 14.497 -20.674
C -11.454 13.126 -20.513
H -16.736 19.892 -20.607
H -15.471 20.919 -19.816
H -15.784 19.359 -19.311
H -13.424 18.723 -19.612
H -13.090 20.209 -20.438
H -11.567 18.741 -21.270
H -12.828 18.749 -22.546
H -13.623 16.700 -21.315
H -10.998 16.587 -22.521
H -12.596 16.352 -23.236
H -11.758 14.090 -22.744
H -13.263 14.380 -21.935
H -12.344 12.502 -20.595
H -11.043 12.983 -19.513
H -10.637 12.758 -21.134
C -6.019 17.404 -24.925
O -5.820 17.178 -23.570
C -4.751 17.987 -23.067
C -4.722 17.875 -21.573
N -6.011 18.095 -20.896
C -6.547 19.404 -21.262
C -7.870 19.612 -20.589
O -8.283 20.968 -20.686
C -9.629 21.153 -20.175
H -5.143 17.384 -25.573
H -6.631 18.285 -25.120
H -6.694 16.581 -25.159
H -4.851 19.001 -23.455
H -3.819 17.503 -23.360
H -3.960 18.580 -21.242
H -4.362 16.885 -21.293
H -5.809 18.267 -19.922
H -6.817 19.344 -22.316
H -5.932 20.231 -20.906
H -7.843 19.192 -19.584
H -8.573 18.959 -21.106
H -10.355 20.585 -20.758
H -9.801 22.213 -20.360
H -9.813 20.906 -19.130
*
```

Properties
HOMO-LUMO gap (alpha / beta), eV: 7.621 / 5.412
Molecular weight, g/mol: 720.80
Highest occupied orbital energy (alpha / beta), eV: -8.3 / -8.2

Löwdin atomic charge list, values in e, 4 entries: number 1, O, carries -0.31; number 2, V, carries 0.95; number 3, O, carries -0.28; number 4, C, carries -0.91

***

No. 3
Below is C3H7NO2 as an isolated structure, with properties calculated with ωB97M-V/def2-TZVPD.

```
! wB97M-V def2-TZVPD RIJCOSX def2/J DEFGRID3
* xyz 0 1
C -0.681 -1.753 -0.286
O 0.609 -1.218 -0.100
C 0.614 -0.134 0.792
C 0.299 1.175 0.261
O -0.122 1.900 1.241
N 0.329 1.599 -0.997
H -1.342 -1.050 -0.817
H -1.150 -2.001 0.676
H -0.581 -2.661 -0.889
H 1.570 -0.102 1.325
H -0.134 0.810 1.776
H -0.134 2.447 -1.285
H 0.722 0.987 -1.697
*
```

Properties
Energy above the lowest of the compared OMol25 structures with the same formula, charge and spin, kcal/mol: 88.3
HOMO-LUMO gap, eV: 8.775
Molecular weight, g/mol: 89.09
Highest occupied orbital energy, eV: -8.0

Löwdin atomic charge list, values in e, 4 entries: number 1, C, carries -0.13; number 2, O, carries -0.20; number 3, C, carries -0.21; number 4, C, carries -0.51

***

No. 4
Below is one molecule with the formula Br3HOSi, with properties calculated with ωB97M-V/def2-TZVPD.

```
! wB97M-V def2-TZVPD RIJCOSX def2/J DEFGRID3
* xyz 0 1
O -2.210 -0.946 -0.656
Si 1.043 1.319 0.595
Br 2.136 0.974 -1.386
Br -0.643 -0.895 0.477
Br 1.856 -0.402 1.930
H -2.181 -0.050 -0.960
*
```

Properties
Energy above the lowest of the compared OMol25 structures with the same formula, charge and spin, kcal/mol: 125.2
HOMO-LUMO gap, eV: 8.346
Molecular weight, g/mol: 284.81
Highest occupied orbital energy, eV: -9.5

Löwdin atomic charge list, values in e, 4 entries: number 1, O, carries -0.50; number 2, Si, carries -0.17; number 3, Br, carries 0.06; number 4, Br, carries 0.59